Run P
{
  "formula": "C4H5FO",
  "method": "ωB97M-V/def2-TZVPD",
  "gap_ev": 9.6,
  "smiles": "C=C(F)C(C)=O",
  "homo_ha": -0.3703,
  "charge": 0,
  "spin_multiplicity": 1,
  "symbols": ["C", "C", "C", "C", "H", "H", "H", "H", "H", "O", "F"],
  "xyz": [[0.00223, 1.04788, 0.95107], [0.41587, 0.52729, -0.58233], [0.29032, -0.74507, -0.85997], [-0.70208, -1.31504, -0.27182], [0.81342, 0.66241, 1.78715], [-1.07226, 0.80805, 1.27190], [0.06311, 2.25613, 0.76334], [-1.44289, -0.80132, 0.28662], [-0.68146, -2.47527, -0.25758], [1.13128, 1.29993, -1.23449], [1.18246, -1.26498, -1.85388]]
}


Run Q
{
  "formula": "C4H5FO",
  "method": "ωB97M-V/def2-TZVPD",
  "gap_ev": 10.8,
  "smiles": "O=C1CC(F)C1",
  "homo_ha": -0.3632,
  "charge": 0,
  "spin_multiplicity": 1,
  "symbols": ["C", "C", "C", "C", "H", "H", "H", "H", "H", "O", "F"],
  "xyz": [[-0.60211, 0.57479, -0.56138], [0.92193, 0.52969, -0.24236], [0.56492, -0.49142, 0.97889], [-0.78466, -0.78377, 0.37029], [-1.01781, 1.52939, -0.27068], [1.49512, -0.03234, -0.95345], [1.37903, 1.51280, -0.12632], [-0.58151, -1.70801, -0.31666], [-1.54356, -0.93455, 1.07644], [1.12322, -0.74432, 2.01662], [-0.95456, 0.54775, -1.97138]]
}


Run R
{
  "formula": "C4H5FO",
  "method": "ωB97M-V/def2-TZVPD",
  "gap_ev": 10.3,
  "smiles": "C#C[C@H](F)CO",
  "homo_ha": -0.3527,
  "charge": 0,
  "spin_multiplicity": 1,
  "symbols": ["C", "C", "C", "C", "H", "H", "H", "H", "H", "O", "F"],
  "xyz": [[-0.05080, -0.09364, 1.32895], [0.91908, 0.02829, 0.15808], [0.06916, 0.88927, -0.78869], [-0.75938, 1.51908, -1.56391], [-1.88413, -0.95545, 1.19068], [0.30749, -0.76468, 2.16831], [-0.08792, 0.94840, 1.98462], [2.09204, 0.40005, 0.24978], [-1.07458, 2.04956, -2.44411], [-1.23257, -0.48124, 0.48174], [1.04881, -1.32067, -0.20109]]
}


Run S
{
  "formula": "C4H5FO",
  "method": "ωB97M-V/def2-TZVPD",
  "gap_ev": [9.2, 7.4],
  "homo_ha": [-0.3371, -0.3138],
  "charge": 0,
  "spin_multiplicity": 1,
  "symbols": ["C", "C", "C", "C", "O", "F", "H", "H", "H", "H", "H"],
  "xyz": [[-1.77404, -0.14328, 0.29119], [0.67703, 0.76032, -0.37597], [-0.64073, -0.08060, -0.62263], [1.53027, -0.24457, 0.49131], [-2.80157, -0.75158, 0.17146], [2.41487, -1.00222, -0.05389], [-1.47584, 0.27918, 1.31702], [1.26671, 1.03210, -1.34317], [0.45158, 1.77019, 0.10329], [-0.68611, -0.92666, -1.43005], [1.03783, -0.69288, 1.45143]]
}


Energy ordering: run Q at the bottom, the next structure 0.0657 hartree above.


Run P
{
  "formula": "C4H5FO",
  "method": "ωB97M-V/def2-TZVPD",
  "gap_ev": 10.4,
  "smiles": "O=C1CC(F)C1",
  "homo_ha": -0.3656,
  "charge": 0,
  "spin_multiplicity": 1,
  "symbols": ["C", "C", "C", "C", "H", "H", "H", "H", "H", "O", "F"],
  "xyz": [[-0.81007, 0.05624, 0.43363], [0.17773, 1.24407, -0.04197], [1.18358, -0.04780, -0.18102], [0.27087, -0.97295, -0.03216], [-1.17196, -0.05769, 1.52371], [-0.56958, 1.29133, -1.14488], [0.47858, 2.04087, 0.37756], [-0.36124, -1.51884, -0.83745], [0.29196, -1.83490, 0.68803], [2.42142, -0.07973, -0.27924], [-1.91130, -0.12059, -0.50621]]
}


Run Q
{
  "formula": "C4H5FO",
  "method": "ωB97M-V/def2-TZVPD",
  "gap_ev": 9.5,
  "smiles": "FC1=COCC1",
  "homo_ha": -0.3144,
  "charge": 0,
  "spin_multiplicity": 1,
  "symbols": ["C", "C", "C", "C", "H", "H", "H", "H", "H", "O", "F"],
  "xyz": [[-0.52255, 0.84439, 0.44619], [0.46242, 0.52834, 1.25827], [0.57538, -0.92129, -0.45562], [-0.59724, -0.00696, -0.76290], [0.75282, 0.95753, 2.20258], [1.32733, -0.90260, -1.23291], [0.22626, -2.00217, -0.38977], [-1.57834, -0.47667, -0.78152], [-0.47042, 0.60340, -1.69135], [1.17380, -0.56500, 0.79027], [-1.34946, 1.94103, 0.61676]]
}


Energy ordering: run Q at the bottom, the next structure 0.0986 hartree above.